100
Properties=species:S:1:pos:R:3:mulliken_spin:R:1 method="wB97M-V/def2-TZVPD" spin_multiplicity=2 e_above_lowest_kcal_mol=50.70 s_squared=0.754 orbital_gap_ev="7.3540 / 7.0279" e_tot_ev=-126736.705 total_charge=+1
Ir 1.23 -0.79 -0.37 0.72
As 1.87 -3.13 -1.32 0.05
S 1.24 1.51 -1.16 0.03
O 3.97 -2.53 0.27 0.00
O -0.86 -1.48 0.00 0.06
O 3.38 -0.55 -0.69 -0.02
O -1.76 4.97 0.53 0.00
N -1.95 1.29 -0.12 0.00
N 1.75 -0.61 1.94 0.12
N -0.24 3.49 -0.19 0.00
N -1.87 -0.37 1.74 0.01
N -2.39 -2.59 1.25 0.00
N 2.00 3.66 0.18 0.00
C -3.45 2.37 -1.66 0.00
C -2.60 -0.44 3.02 0.00
C -1.66 -1.48 0.98 0.03
C -3.74 -1.43 2.94 0.00
C 0.25 -3.47 -2.49 0.00
C -0.75 -7.15 -2.30 0.00
C 0.03 -4.91 -2.86 0.01
C 3.25 3.17 0.78 0.01
C -0.05 7.20 0.22 0.00
C 3.22 -3.31 -2.68 0.00
C 3.86 -1.31 0.28 0.00
C 0.96 5.90 -1.55 0.00
C 0.60 8.33 -0.24 0.00
C -0.62 -5.80 -2.00 0.00
C -3.39 1.43 -0.45 0.00
C 0.98 2.92 -0.12 0.02
C -4.00 0.09 -0.85 0.00
C 3.04 -1.09 2.52 -0.01
C 2.34 2.70 3.13 0.00
C 1.42 8.25 -1.36 0.00
C -2.40 -3.71 0.30 0.00
C 4.17 -0.64 1.60 0.01
C 0.52 -5.43 -4.06 0.00
C -3.18 -2.75 2.47 0.00
C -0.24 -7.64 -3.49 0.00
C 2.04 -4.81 -0.37 -0.01
C 3.31 3.49 2.27 0.00
C -0.69 4.82 0.03 0.00
C -1.47 0.93 1.19 0.00
C 0.38 -6.78 -4.38 0.00
C 1.61 7.04 -2.01 0.00
C -4.15 2.05 0.71 0.00
C 0.13 5.98 -0.42 0.00
H -0.71 7.24 1.09 0.00
H 1.02 -4.76 -4.76 0.00
H 0.46 9.28 0.27 0.00
H -4.08 -0.59 0.01 0.00
H 1.86 4.66 0.22 0.00
H -1.78 -4.53 0.65 0.00
H 0.76 -7.15 -5.32 0.00
H 1.29 -4.89 0.41 0.00
H 1.92 -5.62 -1.08 0.00
H 4.33 3.32 2.61 0.00
H 2.31 3.08 4.15 0.00
H -2.05 -3.37 -0.66 0.00
H -3.99 -3.44 2.25 0.00
H 4.09 3.66 0.28 0.00
H -1.01 -5.42 -1.06 0.00
H 2.26 6.97 -2.87 0.00
H -0.39 0.95 1.12 0.00
H -4.47 2.42 -2.07 0.00
H -3.42 -4.06 0.20 0.00
H -3.39 -0.41 -1.62 0.00
H 3.11 4.56 2.39 0.00
H -4.19 1.37 1.57 0.00
H -1.91 -0.74 3.82 0.00
H 2.99 -4.19 -3.28 0.00
H -2.79 2.01 -2.46 0.00
H 2.64 1.65 3.19 0.00
H 1.32 2.75 2.72 0.00
H 3.25 -2.43 -3.31 0.00
H 4.16 0.44 1.49 0.00
H -4.48 -1.06 2.23 0.00
H 1.71 0.39 2.05 -0.03
H 0.44 -2.86 -3.38 0.02
H -5.01 0.23 -1.26 0.00
H -5.18 2.26 0.40 0.00
H 3.03 -2.17 2.58 0.00
H -2.96 0.56 3.26 0.00
H 1.06 4.96 -2.09 0.00
H -3.69 2.99 1.02 0.00
H -0.33 -8.70 -3.73 0.00
H 3.32 2.10 0.57 0.00
H 3.03 -4.84 0.07 0.00
H 5.14 -0.97 1.97 0.00
H -4.22 -1.54 3.90 0.00
H 4.18 -3.44 -2.19 0.00
H -2.57 -3.19 3.25 0.00
H -1.23 -7.82 -1.60 0.00
H -1.79 1.68 1.92 0.00
H -3.15 3.38 -1.38 0.00
H 1.91 9.14 -1.74 0.00
H -1.49 0.73 -0.83 0.00
H 3.18 -0.68 3.52 0.00
H 0.98 -1.01 2.46 -0.01
H -0.58 -3.05 -1.93 0.00
H -1.01 2.78 -0.19 0.01